1.
C42H42AsBeN2PS2 | wB97M-V/def2-TZVPD

Total charge: 0
Frontier orbital gap: 7.84 eV
Electronic energy: -139419.005 eV
Largest force on an atom: 0.44 eV/Å
HOMO level: -7.39 eV

Atoms and positions in Å:
Be: 0.012122 0.355241 3.482115
C: -0.606586 1.442149 5.980436
N: 0.077582 0.288371 5.366140
C: -0.606054 -0.980752 5.700310
C: -1.677911 -1.239269 4.658317
N: -1.089808 -1.107291 3.304023
C: -0.377367 -2.340633 2.918420
C: -2.168214 -0.758654 2.384792
C: -3.062885 -1.708958 1.914191
C: -4.122154 -1.331203 1.104322
C: -4.291153 0.008894 0.778030
C: -3.414150 0.961865 1.264880
C: -2.337748 0.593456 2.078533
S: -1.238174 1.793046 2.713164
C: 1.474507 0.233236 5.786070
C: 1.836122 0.226530 7.126744
C: 3.170754 0.199677 7.492771
C: 4.150580 0.172276 6.506348
C: 3.793878 0.148885 5.172216
C: 2.446948 0.167376 4.790705
S: 2.007111 0.109352 3.103296
H: -0.692197 1.330468 7.064148
H: -1.597174 1.558610 5.545982
H: -0.038686 2.342878 5.756683
H: -1.054328 -0.947638 6.697501
H: 0.133121 -1.781498 5.684398
H: -2.469450 -0.494310 4.751792
H: -2.126022 -2.228138 4.793835
H: -0.968871 -3.234010 3.136259
H: 0.571708 -2.397694 3.447988
H: -0.151767 -2.300363 1.857259
H: -2.929979 -2.753452 2.170348
H: -4.813822 -2.079473 0.739870
H: -5.113758 0.310063 0.141144
H: -3.542404 2.008990 1.023754
H: 1.076219 0.235083 7.900025
H: 3.448096 0.206722 8.538261
H: 5.197450 0.164717 6.782669
H: 4.539597 0.125014 4.388331
C: -0.434372 1.055143 -1.279896
C: 0.031067 1.217388 -2.729835
As: -0.513275 -0.160501 -4.064229
C: -2.339980 0.484851 -4.358449
C: -3.275939 0.196761 -3.363451
C: -4.605264 0.561142 -3.506281
C: -5.027514 1.206198 -4.660310
C: -4.113272 1.476535 -5.667204
C: -2.781379 1.113423 -5.518885
C: 0.458130 0.705725 -5.533505
C: 0.385882 2.062824 -5.838686
C: 1.186716 2.612549 -6.828316
C: 2.082225 1.812624 -7.524877
C: 2.162788 0.458843 -7.235786
C: 1.353809 -0.085912 -6.248443
P: 0.530794 -0.052078 -0.131214
C: 0.546154 -1.588810 -1.146425
C: 1.614781 -2.100721 -1.876012
C: 1.473333 -3.287132 -2.583677
C: 0.266490 -3.968213 -2.587747
C: -0.810239 -3.457684 -1.876683
C: -0.663225 -2.286104 -1.152567
C: 2.237598 0.577418 -0.312534
C: 3.293530 -0.267295 0.037127
C: 4.594094 0.203492 0.086962
C: 4.861425 1.534867 -0.197852
C: 3.819895 2.387719 -0.525349
C: 2.515518 1.917315 -0.571709
H: -1.469650 0.708229 -1.235099
H: -0.423653 2.027486 -0.777732
H: 1.121166 1.256766 -2.780694
H: -0.344739 2.169597 -3.110702
H: -2.958175 -0.331828 -2.469681
H: -5.316000 0.330621 -2.721978
H: -6.067056 1.483738 -4.779587
H: -4.439774 1.967522 -6.575560
H: -2.082611 1.318353 -6.320363
H: -0.302574 2.705311 -5.301533
H: 1.117002 3.669257 -7.054751
H: 2.714198 2.243640 -8.290854
H: 2.858051 -0.171104 -7.776092
H: 1.417944 -1.143999 -6.017266
H: 2.562505 -1.579939 -1.897411
H: 2.315660 -3.685025 -3.136717
H: 0.167949 -4.899349 -3.130936
H: -1.760911 -3.977197 -1.876055
H: -1.496194 -1.903883 -0.573920
H: 3.083475 -1.297436 0.297285
H: 5.396970 -0.466253 0.368766
H: 5.876356 1.907638 -0.145258
H: 4.019572 3.432142 -0.729941
H: 1.715590 2.605774 -0.814121

Force components x, y, z for each atom (eV/Å):
0.0076 -0.1821 0.2500
-0.1366 0.1475 -0.0302
0.2213 -0.0285 0.0059
-0.1494 -0.2338 -0.2131
-0.0090 0.1642 0.3074
-0.1646 0.1183 -0.1083
0.1675 -0.0777 -0.0134
-0.1911 0.0040 -0.1883
0.1318 -0.0772 -0.0020
-0.0350 -0.0646 -0.0373
0.0019 0.0009 -0.0336
0.0616 -0.1212 -0.0121
-0.0800 0.0751 0.0077
0.2607 -0.0107 0.0272
0.2613 0.0456 0.0660
-0.1154 0.0065 0.0807
0.0454 -0.0105 0.0285
0.0275 -0.0129 -0.0304
-0.1219 -0.0056 0.0604
0.1237 0.0010 0.0109
-0.3270 0.1593 -0.1336
0.0626 -0.0498 -0.0107
0.0036 -0.0415 -0.0029
-0.0138 -0.0030 -0.0179
0.0914 0.0154 0.0354
0.0323 0.0422 0.0194
0.0154 0.0047 -0.0575
-0.0258 0.0181 -0.0400
-0.0546 0.0509 -0.0214
-0.0321 0.0214 0.0548
0.0147 0.0382 -0.0875
-0.0070 0.0053 -0.0037
0.0124 0.0126 -0.0234
-0.0064 0.0147 0.0187
-0.0127 0.0002 -0.0260
-0.0199 0.0543 -0.0275
-0.0244 -0.0118 0.0051
-0.0050 -0.0006 0.0065
0.0561 -0.0164 0.0492
0.1715 -0.1559 0.0923
0.0059 0.0586 0.0924
0.1104 0.1186 0.0882
-0.0536 -0.0390 -0.0370
0.1281 -0.0171 0.0392
-0.0328 0.0076 0.0186
-0.0200 0.0030 -0.0086
-0.0541 -0.0123 0.0119
0.0988 0.0208 -0.0301
0.0057 -0.0675 -0.0241
-0.0527 0.0721 0.0629
0.0085 0.0246 -0.0088
0.0002 -0.0517 -0.0202
0.0287 0.0508 -0.0394
-0.0890 -0.1003 0.0933
-0.0744 0.0035 -0.4369
0.0070 0.0609 0.1156
-0.0728 -0.0208 -0.0333
0.0496 -0.0313 -0.0417
-0.0291 -0.0228 -0.0011
-0.0388 -0.0093 0.0086
0.0824 -0.0807 0.0087
-0.0650 -0.0470 0.1685
-0.0090 0.0968 -0.0115
-0.0102 -0.0511 -0.0007
0.0446 -0.0009 0.0210
0.0139 0.0937 0.0415
0.0067 -0.0694 -0.0960
-0.0054 0.0569 0.1255
-0.1384 0.0028 -0.0008
-0.0039 -0.0314 -0.0542
0.0479 -0.0086 -0.0332
-0.0766 -0.0164 -0.0033
0.0096 0.0013 0.0032
0.0044 0.0097 0.0051
0.0140 -0.0059 -0.0055
-0.0221 0.0081 -0.0015
0.0062 -0.0070 -0.0002
-0.0057 -0.0002 0.0153
-0.0070 0.0016 -0.0026
-0.0058 -0.0075 0.0059
0.0328 0.0110 -0.0275
-0.0325 0.0052 -0.0486
0.0013 0.0274 -0.0059
-0.0084 0.0239 -0.0360
0.0135 -0.0005 -0.0005
-0.1180 0.0349 0.0664
0.0573 0.0016 0.0475
0.0053 0.0041 -0.0119
-0.0028 0.0089 -0.0273
-0.0026 -0.0048 -0.0112
0.0095 -0.0013 0.0144

=====

2.
C3H16BClCuN6O3 | wB97M-V/def2-TZVPD

Total charge: 0
Expectation value of S²: 0.76
Frontier orbital gap (spin up / spin down): 6.87 / 4.08 eV
Energy relative to the best compared isomer or geometry (same formula, charge and spin): 0.000 eV
Electronic energy: -76290.614 eV
Largest force on an atom: 3.51 eV/Å
HOMO level (spin up / spin down): -9.59 / -9.58 eV
Multiplicity: 2

Atoms and positions in Å:
Cu: -3.110833 -2.445704 -0.713673
B: -3.421899 -1.413623 -2.660271
H: -4.554155 -1.651954 -2.665452
H: -3.146078 -0.915500 -3.650722
H: -3.190859 -0.888608 -1.661984
H: -2.850711 -2.395715 -2.590722
Cl: -1.178949 -1.078727 0.262651
C: 1.959142 -1.997726 3.544895
O: 2.808016 -2.708598 4.064799
N: 1.889434 -0.664159 3.765432
N: 1.000159 -2.430248 2.651170
H: 2.588374 -0.130391 4.247180
H: 1.342766 -0.104701 3.132179
H: 0.526616 -1.760314 2.074712
H: 0.920083 -3.380992 2.346135
C: 1.674412 0.785035 -3.131647
O: 2.403388 -0.177505 -2.895003
N: 1.611270 1.340637 -4.374872
N: 0.691948 1.211616 -2.283983
H: 2.149536 0.718483 -4.965756
H: 0.794741 1.849315 -4.642195
H: 0.571316 0.615225 -1.483371
H: 0.079638 1.973777 -2.487835
C: -0.037416 2.395890 2.184155
O: 0.366949 3.191585 2.999898
N: -1.314070 1.964750 1.938935
N: 0.773935 1.695123 1.303785
H: -1.362345 1.202246 1.289938
H: -2.162358 2.383715 2.268890
H: 1.758526 1.894701 1.361416
H: 0.419423 0.922366 0.771315

Force components x, y, z for each atom (eV/Å):
1.4759 2.2715 -1.1100
-1.1366 -1.2474 -1.1837
-1.6601 -0.0433 0.5754
0.8024 0.9246 -0.7323
0.4648 1.8200 2.9626
1.5460 -2.6343 0.0083
-1.4463 -1.0677 -0.5905
1.1502 -0.7728 -0.1455
-0.7616 -0.0330 -0.1491
-0.6794 1.3359 -0.2833
-0.2475 0.0988 0.0678
0.3196 -0.5752 0.1744
-0.1294 0.0640 0.1019
-0.1124 0.0171 0.0422
0.4758 -0.1130 0.2459
-1.1117 -1.5108 -0.1925
-0.1931 1.0913 0.2578
1.3889 -0.2420 0.2725
0.7452 -0.3780 0.6346
-0.4426 0.6993 -0.6906
-0.0550 -0.1051 -0.5227
-0.2469 0.3551 0.0484
-0.1278 0.0541 0.1256
-0.1904 -0.8589 -0.6361
-0.2806 0.1198 -0.2007
-0.4116 0.1608 0.3012
1.0375 0.5674 0.6158
-0.7068 0.0756 -0.0105
0.2314 0.1266 0.2912
-0.0161 -0.2896 -0.1804
0.3185 0.0895 -0.0977

=====

3.
C21H38Cl2IN4O7PS | wB97M-V/def2-TZVPD

Total charge: 0
Frontier orbital gap: 2.08 eV
Electronic energy: -95948.364 eV
Largest force on an atom: 2.25 eV/Å
HOMO level: -4.22 eV

Atoms and positions in Å:
C: 1.747791 2.993089 0.699837
C: 1.170745 2.456846 -0.200181
C: 0.615501 1.797795 -1.397660
C: -0.501963 2.730306 -1.920194
O: 0.046790 4.021923 -2.042297
C: -0.606991 4.781171 -3.023969
O: 0.171575 5.931032 -3.224435
C: 0.418179 6.206730 -4.588358
C: 1.698322 5.497554 -5.078696
O: 1.887816 4.233561 -4.454983
N: 0.115898 0.439056 -1.153685
C: 0.399322 -0.356174 -2.300267
N: 0.200866 -1.640787 -2.182276
S: -0.395623 -2.288735 -0.629643
I: 0.657481 -2.958556 -3.849561
N: 0.875741 0.506620 -3.270827
C: 1.000730 0.507340 -4.702945
Cl: 2.462918 -0.319433 -5.387642
C: -0.321270 0.247475 -5.516582
C: -1.577330 0.020001 -4.670689
Cl: -0.203738 -1.043836 -6.758492
C: 1.644335 1.531068 -2.543949
P: 3.265053 1.010478 -1.823291
O: 4.049761 2.225223 -1.519772
O: 4.044986 0.037303 -2.821506
O: 2.977809 0.102234 -0.551869
H: 2.351503 3.415503 1.466588
H: -0.893334 2.368378 -2.877481
H: -1.304635 2.749134 -1.170603
H: -1.617719 5.071499 -2.709541
H: -0.645036 4.204706 -3.956308
H: 0.578537 7.282084 -4.683262
H: -0.445304 5.958800 -5.212506
H: 2.563818 6.131614 -4.876772
H: 1.616533 5.329593 -6.152193
H: 2.225187 4.414183 -3.569812
H: -0.875076 0.475175 -0.943549
H: -1.681839 -1.875212 -0.682335
H: 1.253055 1.541825 -4.926441
H: -0.489686 1.131335 -6.124134
H: -1.834611 -1.035045 -4.593302
H: -2.420050 0.494342 -5.177203
H: -1.519437 0.470209 -3.682297
H: 1.713683 2.470298 -3.085258
H: 4.426363 0.531371 -3.557791
H: 3.719002 0.225468 0.058568
C: -1.836385 -1.060445 3.921731
C: -0.702874 -2.058698 4.222402
C: -0.279200 -1.921589 5.690700
C: -1.291022 -2.453443 6.710879
C: -2.155597 -3.594633 6.155300
C: -1.534408 -4.353108 4.975988
N: -1.234540 -3.397759 3.910594
O: -0.761280 -3.963978 2.816128
C: -2.594909 -5.323242 4.452505
C: -0.317192 -5.164610 5.433843
C: 0.496831 -1.683479 3.364988
H: -2.131099 -1.133184 2.872892
H: -1.520246 -0.030389 4.115066
H: -2.718683 -1.260955 4.531207
H: 0.670070 -2.444826 5.828385
H: -0.064159 -0.870858 5.902285
H: -0.749036 -2.792084 7.596709
H: -1.941922 -1.645656 7.052781
H: -2.392530 -4.298297 6.955936
H: -3.116576 -3.186627 5.828856
H: -3.448991 -4.775984 4.050757
H: -2.950736 -5.965984 5.261277
H: -2.195466 -5.959201 3.663949
H: -0.614188 -5.873238 6.210686
H: 0.476431 -4.538869 5.843774
H: 0.099277 -5.733567 4.602594
H: 0.810773 -0.663931 3.602716
H: 0.255228 -1.715550 2.306489
H: 1.347279 -2.343999 3.540851

Force components x, y, z for each atom (eV/Å):
0.0048 -0.1323 -0.0877
0.2836 -0.5302 -0.1659
-0.0198 0.6631 0.1809
0.1883 0.0811 0.3856
-0.1558 -0.1843 -0.2639
0.4613 0.3490 -0.2422
-0.3715 -0.0701 0.0435
0.4493 0.1045 -0.2182
-0.2316 0.0765 0.1686
0.0190 -0.0554 -0.1808
0.1661 0.6063 -0.7243
-1.0584 0.5090 1.8487
-0.6695 1.2479 0.4312
0.3000 0.0235 -0.2617
0.3101 -1.2134 -0.9697
1.0786 -0.8076 -0.3825
0.0660 0.0143 -0.6224
-0.2536 0.1151 0.0619
-0.0927 -0.4548 0.1839
-0.4022 0.0541 -0.3723
-0.1029 0.2173 0.0653
-1.1100 -0.3934 1.2959
1.7195 1.4537 0.0429
-0.4124 -0.2748 -0.2188
-0.7230 -0.1225 0.4331
-0.2112 -0.2044 -0.7796
-0.1584 0.1146 0.0783
0.0323 -0.0289 0.0135
-0.0902 -0.1685 -0.1107
0.0168 -0.0713 0.1485
-0.1773 -0.0546 0.0196
-0.1118 0.0030 0.0694
-0.0240 -0.1275 0.0924
0.0197 0.0043 -0.0909
0.1582 -0.0113 -0.0123
-0.0708 0.0081 0.0828
0.0560 -0.5448 0.3810
0.2013 0.0154 -0.2517
-0.0799 0.0384 0.1292
0.2520 0.1394 0.0991
0.2637 -0.0320 0.1969
0.0180 -0.0293 -0.0077
0.0540 -0.0327 -0.0084
0.4734 -0.2781 -0.3582
0.0357 -0.0311 -0.0733
-0.0886 -0.0611 0.1691
-0.0661 0.2182 0.0229
-0.3330 0.8091 0.1691
0.0478 -0.2664 0.2812
-0.0039 -0.0184 0.0126
-0.0620 0.2871 0.0417
-0.5191 -0.0896 0.6115
0.9114 -0.5494 -0.4792
-0.2957 0.1495 0.0004
-0.0375 -0.1776 -0.1420
0.2757 -0.0597 -0.0407
0.1351 -0.0801 -0.2011
0.0350 -0.0863 0.0157
0.0554 -0.0275 0.0116
0.0130 -0.0444 0.0057
-0.0117 -0.0131 -0.1123
-0.0263 0.0152 -0.1221
0.0161 0.0168 -0.0177
-0.0155 -0.0172 -0.0198
0.0398 -0.0957 -0.0786
0.0265 -0.0342 -0.1055
0.0279 0.0428 -0.0013
0.0506 0.0368 0.0431
0.0479 0.0889 -0.0281
-0.0594 0.0285 -0.0093
-0.0387 0.0205 -0.0046
-0.0426 0.0968 -0.0755
-0.0925 -0.0033 0.1148
0.0038 -0.0725 -0.0775
-0.0943 -0.0996 -0.0331

=====

4.
CH4N2OS | wB97M-V/def2-TZVPD

Total charge: 0
Frontier orbital gap: 7.76 eV
Energy relative to the best compared isomer or geometry (same formula, charge and spin): 5.303 eV
Electronic energy: -16959.886 eV
Largest force on an atom: 4.62 eV/Å
HOMO level: -8.82 eV

Atoms and positions in Å:
N: 0.576963 1.111418 0.997321
N: 0.343323 -0.302961 1.080344
O: 0.588191 -1.095939 0.011388
C: -0.607227 -0.607963 -1.198274
S: -0.496408 -1.405645 -2.578877
H: 1.512689 1.208992 0.683889
H: -0.009798 1.440488 0.183600
H: -0.643027 -0.289935 1.330602
H: -1.264706 -0.058455 -0.509991

Force components x, y, z for each atom (eV/Å):
-1.3967 -0.6563 -1.8222
-0.2159 0.6015 2.4097
-2.6172 2.1249 -3.1640
3.0329 -3.2308 1.2145
-0.6228 1.5362 1.4638
1.1916 0.2646 -0.1356
0.8678 0.1136 0.8646
-0.0275 -0.8134 0.1183
-0.2122 0.0598 -0.9491

=====

> Which value of largest force on an atom does entry 3 give?

2.25 eV/Å

=====

> Among the records above, which one has the lowest largest force on an atom?

C42H42AsBeN2PS2

=====

> largest force on an atom of number 3 (C21H38Cl2IN4O7PS)?

2.25 eV/Å

=====

> Among the records above, which one has the highest largest force on an atom?

CH4N2OS